Here is a 2-piece molecular cluster, C4H14N2 overall from the Open Molecules 2025 dataset. Energies are from ωB97M-V with the def2-TZVPD basis set.

For the HOMO energy, the calculation gives -0.3236 hartree. Its spin multiplicity is 1. The relative energy (zero: lowest compared OMol25 entry of this formula, charge and spin) comes out at 58.1 kJ/mol. For the HOMO-LUMO gap, the calculation gives 9.794 eV.

Geometry as XYZ:
```
20
C4H14N2, DFT ωB97M-V with the def2-TZVPD basis set
N -6.23686 8.34979 -9.31072
C -7.37312 6.34274 -8.40336
C -7.43430 7.87179 -8.66984
H -5.43594 8.09204 -8.72356
H -6.32412 9.36970 -9.24116
H -8.32076 6.02474 -7.93704
H -6.54364 6.09168 -7.72106
H -7.23776 5.78148 -9.34318
H -8.34318 8.11103 -9.25478
H -7.53636 8.35229 -7.67780
N -6.53335 7.16566 -13.04923
C -4.75665 8.25870 -14.25277
C -5.12261 7.12830 -13.23168
H -6.77704 6.73975 -12.14818
H -6.74250 8.16587 -12.95700
H -3.70111 8.10704 -14.53462
H -4.91451 9.33014 -14.04372
H -5.39358 7.96906 -15.10543
H -4.77706 6.11631 -13.51792
H -4.73420 7.34219 -12.21736
```